Record 1
10
Properties=species:S:1:pos:R:3 method="wB97M-V/def2-TZVPD" relative_energy_kj_mol=43.3 homo_energy_ev=-10.2 charge=0 spin_multiplicity=1
N 1.87734 0.18012 0.15363
C 0.61929 -0.29032 0.03484
O 0.35641 -1.36184 -0.52289
N -0.31802 0.57138 0.61922
C -1.54156 0.43569 0.25586
O -2.04762 -0.38596 -0.64154
H 2.64644 -0.31486 -0.26421
H 2.01473 1.08714 0.56434
H -1.31042 -0.99596 -0.91122
H -2.29660 1.07462 0.71197

Record 2
10
Properties=species:S:1:pos:R:3 method="wB97M-V/def2-TZVPD" relative_energy_kj_mol=254.4 homo_energy_ev=-9.8 charge=0 smiles="NN(C=O)C=O" spin_multiplicity=1
C -1.13187 -0.59372 -0.05186
C 0.51810 0.78069 -1.08148
N 0.78533 0.13893 1.25554
N 0.08483 0.04743 0.03315
O -1.70963 -1.06360 0.87725
O 1.55805 1.38986 -1.22166
H -1.54151 -0.73937 -1.09092
H -0.41432 0.71140 -1.65108
H 0.16842 -0.53762 1.80876
H 1.68259 -0.13399 1.12230

Record 3
10
Properties=species:S:1:pos:R:3 method="wB97M-V/def2-TZVPD" relative_energy_kj_mol=103.5 homo_energy_ev=-10.5 charge=0 smiles="NC(=O)NC=O" spin_multiplicity=1
C 1.08188 -0.13664 -0.06617
C -1.52905 0.28980 0.12764
H 2.15943 1.43490 0.08112
H 0.34030 1.67156 0.20886
H -0.52236 -1.51191 -0.28221
H -1.20718 1.32717 0.37631
N 1.20853 1.20638 -0.13451
N -0.27418 -0.56754 0.00360
O 2.02592 -0.87071 0.08724
O -2.60438 -0.16836 -0.06681

Record 4
10
Properties=species:S:1:pos:R:3 method="wB97M-V/def2-TZVPD" relative_energy_kj_mol=16.7 homo_energy_ev=-10.5 charge=0 smiles="NC(=O)NC=O" spin_multiplicity=1
O 1.74898 0.13880 -1.04607
C 1.53325 0.47066 0.09186
N 0.37376 0.35584 0.79734
C -0.87130 -0.09739 0.27447
N -0.89560 -0.38575 -1.04139
O -1.74604 -0.38928 1.05538
H 2.32716 0.94705 0.68872
H 0.39390 0.62704 1.76923
H -0.10125 -0.13810 -1.59710
H -1.75530 -0.78032 -1.35644

Record 5
10
Properties=species:S:1:pos:R:3 method="wB97M-V/def2-TZVPD" relative_energy_kj_mol=557.4 homo_energy_ev=-10.1 charge=0 spin_multiplicity=1
C 0.41651 0.31430 -0.73194
C 1.02330 0.12776 1.84814
H -1.66436 -0.71607 -0.72277
H 1.38569 0.74452 -0.80894
H 1.34325 0.20281 2.91805
H 1.65648 -0.41479 1.10221
N 0.13947 -0.61046 -1.57632
N -0.00722 0.79276 1.55509
O -1.05224 -1.27534 -1.35849
O -0.48347 0.80722 0.22885

Record 6
10
Properties=species:S:1:pos:R:3 method="wB97M-V/def2-TZVPD" relative_energy_kj_mol=379.7 homo_energy_ev=-10.0 charge=0 spin_multiplicity=1
C 1.42701 -0.04661 0.45313
C -1.48189 -0.15114 -0.39159
H 1.30994 -0.70682 -1.30848
H 1.81936 -0.05437 1.45070
H -0.15207 1.19972 1.34169
H -2.12011 -0.12113 -1.28054
N 1.86220 -0.86931 -0.48316
N 0.45209 1.00171 0.43347
O -0.45319 0.85186 -0.65840
O -1.63779 -0.85908 0.63030

Record 7
10
Properties=species:S:1:pos:R:3 method="wB97M-V/def2-TZVPD" relative_energy_kj_mol=107.0 homo_energy_ev=-10.4 charge=0 smiles="NC(=O)NC=O" spin_multiplicity=1
N -0.77029 -0.58167 -1.59614
C -0.76002 -0.10959 -0.32217
O -1.76907 0.13177 0.31306
N 0.53896 0.10978 0.22302
C 0.78295 0.59387 1.46369
O 1.98295 0.71908 1.68010
H -1.66459 -0.85846 -1.97507
H 0.06868 -0.93583 -2.02051
H 1.60988 0.09986 0.07105
H -0.01944 0.83120 2.16296

Record 8
10
Properties=species:S:1:pos:R:3 method="wB97M-V/def2-TZVPD" relative_energy_kj_mol=511.7 homo_energy_ev=-10.2 charge=0 spin_multiplicity=1
C 0.10686 0.11191 0.35654
C 1.58166 0.17781 -0.31868
O -2.24090 0.58945 0.22961
O -0.34099 -0.99950 0.72972
N -0.49517 1.14843 -0.07029
N 2.27821 -0.85884 -0.19349
H -2.64240 0.80092 -0.62610
H -1.91071 -0.43781 0.45501
H 1.73072 -1.63622 0.20027
H 1.93272 1.10383 -0.76259

Record 9
10
Properties=species:S:1:pos:R:3 method="wB97M-V/def2-TZVPD" relative_energy_kj_mol=1153.3 homo_energy_ev=-10.4 charge=0 spin_multiplicity=1
C 0.00369 0.10479 -0.95734
C -0.24716 -0.23132 0.45667
H 0.91038 1.93460 -2.21059
H 0.82682 2.65711 -0.54674
H -0.94822 0.46811 1.04430
H -0.14921 -2.48856 2.26422
N -0.55491 1.29914 -1.50141
N 0.02637 -1.35381 0.87417
O 0.39662 -0.88947 -1.63424
O -0.26437 -1.50059 2.21096

Record 10
10
Properties=species:S:1:pos:R:3 method="wB97M-V/def2-TZVPD" relative_energy_kj_mol=320.3 homo_energy_ev=-8.6 charge=0 spin_multiplicity=1
C -1.49350 -0.13762 0.76802
C 4.14236 -0.27433 -0.18409
N -1.09041 1.51028 0.57789
N -0.61398 -0.81876 0.10674
O 3.92216 0.82582 -0.41852
O 4.26434 -1.36472 0.13795
H -1.87564 1.97299 0.99823
H -0.25238 1.83824 1.10446
H -1.01569 -1.69645 -0.31501
H 0.02066 -0.32432 -0.39780

Record 11
10
Properties=species:S:1:pos:R:3 method="wB97M-V/def2-TZVPD" relative_energy_kj_mol=299.0 homo_energy_ev=-9.4 charge=0 spin_multiplicity=1
C -0.87844 0.81792 -0.08178
C 1.32809 -0.35140 0.05990
H -0.72865 -1.61848 0.00359
H -1.20446 1.82588 -0.20164
H 1.07496 1.59426 0.10217
H 2.36733 -0.14547 0.24852
N -1.80859 -0.02533 -0.02023
N 0.52999 0.74648 -0.01726
O -1.65640 -1.36811 0.05184
O 0.97617 -1.47574 -0.14512

Record 12
10
Properties=species:S:1:pos:R:3 method="wB97M-V/def2-TZVPD" relative_energy_kj_mol=371.5 homo_energy_ev="-7.4 / -10.4" charge=0 spin_multiplicity=3
C 0.77420 0.34831 0.47708
C -0.25391 0.20268 -0.58998
N 0.89380 1.42820 1.09610
N -0.95377 -1.09454 -0.47822
O -0.26850 -2.08240 -0.38048
O -2.15511 -1.07055 -0.49268
H 1.36353 -0.56826 0.63855
H -1.21426 1.08630 -0.48793
H 0.18712 0.28361 -1.58140
H 1.62691 1.46665 1.79896

Record 13
11
Properties=species:S:1:pos:R:3 method="wB97M-V/def2-TZVPD" relative_energy_kj_mol=335.9 homo_energy_ev="-9.2 / -9.2" charge=0 spin_multiplicity=1
C -1.00664 -0.27796 -0.94890
C -0.20643 0.17679 1.25368
N -1.11629 0.38240 0.15243
N 0.08396 -1.00758 -1.01046
O 1.48542 1.61352 -0.52027
O 1.21016 -0.03180 1.19216
S 1.80682 0.24269 -0.28518
H -1.84503 -0.22852 -1.56602
H -0.27863 1.02437 1.94355
H -0.46201 -0.68222 1.86745
H 0.32868 -1.21169 -2.07844

Record 14
11
Properties=species:S:1:pos:R:3 method="wB97M-V/def2-TZVPD" relative_energy_kj_mol=165.7 homo_energy_ev=-9.5 charge=0 spin_multiplicity=1
C -0.02744 0.21491 0.04665
C 1.43003 0.45003 -0.11456
H -1.84802 1.13924 0.28825
H -0.50199 2.16584 -0.14029
H -1.92822 -1.97004 -0.07631
H 1.55726 -1.84426 0.25330
N -0.82387 1.29212 0.33543
N -0.43192 -0.98608 -0.08514
O -1.85234 -1.04904 -0.24703
O 1.86592 1.54370 -0.32414
S 2.56057 -0.95644 0.06384

Record 15
11
Properties=species:S:1:pos:R:3 method="wB97M-V/def2-TZVPD" relative_energy_kj_mol=268.3 homo_energy_ev=-9.5 charge=0 spin_multiplicity=1
C 0.96402 -0.42548 0.01201
C -1.87594 -0.77409 0.02346
H -0.96301 1.53541 0.40973
H 1.56900 1.54020 -0.12806
H 2.68707 -0.44366 -0.69296
H -2.54214 -1.64636 -0.14207
N 0.75080 0.97222 -0.11591
N 2.01994 -1.08046 -0.23719
O -0.10535 1.52699 0.83687
O -2.14545 0.28540 -0.51678
S -0.35893 -1.49016 0.55090

Record 16
11
Properties=species:S:1:pos:R:3 method="wB97M-V/def2-TZVPD" relative_energy_kj_mol=403.1 homo_energy_ev=-9.2 charge=0 spin_multiplicity=1
C -0.48947 -0.88210 0.65881
C 0.84257 1.05115 0.14675
H -1.69491 1.27845 -0.83948
H -0.00627 -1.66060 1.37719
H 1.36942 -1.25732 -1.27306
H 1.86621 0.93500 -0.18527
N -1.70526 -0.74182 0.69091
N 0.48612 -0.26116 -0.11994
O 1.60150 -0.90066 -0.45527
O 0.28302 2.17122 0.36329
S -2.55293 0.26783 -0.36394

Record 17
11
Properties=species:S:1:pos:R:3 method="wB97M-V/def2-TZVPD" relative_energy_kj_mol=665.0 homo_energy_ev="-9.2 / -9.1" charge=0 spin_multiplicity=1
N -0.94983 -0.20602 0.11068
C -0.32876 0.53066 1.22879
C 1.70782 -0.54179 -1.17628
O 0.93339 0.51046 1.11250
O -2.23691 0.18750 -0.21036
N 0.97786 0.43153 -0.90597
O -1.07648 1.15309 1.96593
H -2.29958 1.01837 0.32107
H -0.89834 -1.21844 0.20094
H 2.31678 -0.43238 -2.08389
H 1.85405 -1.43299 -0.56340

Record 18
12
Properties=species:S:1:pos:R:3 method="wB97M-V/def2-TZVPD" relative_energy_kj_mol=485.6 homo_energy_ev=-9.4 charge=0 smiles="O=C(NO)NOC=S" spin_multiplicity=1
C -1.23522 0.00577 -0.25333
C 1.71781 0.38402 0.38485
H -2.89634 -1.25094 -0.19288
H -2.25270 1.01982 0.99476
H -0.66601 1.92159 -0.35329
H 1.22509 0.82374 1.40761
N -2.48802 0.41926 0.08775
N -0.39208 1.01336 -0.09446
O -3.45734 -0.54714 0.43697
O -0.88601 -1.13896 -0.49540
O 0.87814 0.77569 -0.58124
S 3.09856 -0.47488 0.15744

Record 19
15
Properties=species:S:1:pos:R:3 method="wB97M-V/def2-TZVPD" relative_energy_kj_mol=0.0 homo_energy_ev=-10.0 charge=0 smiles="O=[N+]([O-])[C@H](S)S[C@@H](S)[N+](=O)[O-]" spin_multiplicity=1
C 0.18866 -0.51540 1.08186
C -0.76269 0.92478 -0.96659
N 0.38528 -0.63536 2.54398
N 0.05618 0.12469 -2.00408
O 1.26339 -0.08972 3.16839
O 0.93511 0.75774 -2.54237
O -0.38547 -1.36757 3.05390
O -0.20799 -0.98641 -2.12339
S 1.53685 -1.65403 0.40814
S -1.30850 2.44248 -1.67188
S 0.26661 1.20364 0.48425
H -0.82874 -0.79288 0.89430
H -1.64405 0.17245 -0.74455
H 0.63671 -2.53731 -0.18466
H -0.13135 2.95290 -1.39731

Record 20
11
Properties=species:S:1:pos:R:3 method="wB97M-V/def2-TZVPD" relative_energy_kj_mol=77.7 homo_energy_ev="-7.7 / -7.7" charge=0 spin_multiplicity=1
C 0.75260 1.22069 -0.62751
C -0.51546 1.29116 0.05364
N 1.12488 0.04725 -0.96738
N -1.09186 0.17188 0.24485
O -0.40500 -1.81467 -1.66172
P -0.02636 -0.98909 -0.29053
P 0.48181 -2.32404 1.27364
H 1.49630 2.07814 -0.97345
H -0.82125 2.22458 0.46968
H -1.24841 -2.11956 -2.10932
H 1.53766 -2.89728 0.53879